No. 1
C4H13NO2 | wB97M-V/def2-TZVPD

CARTESIAN COORDINATES (ANGSTROEM)
C: 2.005 0.282 1.151
N: 0.632 -0.109 0.846
C: -0.131 0.960 0.177
C: -1.142 0.284 -0.792
C: -2.004 1.348 -1.459
O: -1.893 -0.673 -0.071
H: 2.624 -0.536 1.526
H: 2.035 1.001 1.977
H: 2.539 0.747 0.308
H: 0.783 -0.811 0.128
H: -0.808 1.451 0.882
H: 0.509 1.684 -0.334
H: -0.657 -0.288 -1.598
H: -1.390 1.895 -2.174
H: -2.839 0.918 -2.007
H: -2.344 2.059 -0.703
H: -1.517 -0.789 0.810
H: 1.194 -2.706 1.085
H: 1.111 -3.826 0.103
O: 1.293 -2.891 0.146

Results
* gap between HOMO and LUMO: 10.09 eV
* E_LUMO: 0.775 eV
* HOMO level: -9.32 eV
* E_tot: -365.41235 Ha
* largest force on an atom: 1.48 eV/Å
* relative energy (zero: lowest compared OMol25 entry of this formula, charge and spin): 0.8200 eV
* SMILES string: CNC[C@H](C)O.O
* total charge: 0

***

No. 2
C22H27Cl9MoO3Si3 | wB97M-V/def2-TZVPD

CARTESIAN COORDINATES (ANGSTROEM)
Mo: 0.197 -0.597 -0.676
C: -2.145 -3.226 0.072
O: -1.711 -1.868 0.003
Si: -2.694 -0.508 -0.235
C: -4.216 -0.416 0.828
C: -3.287 -0.696 -1.998
C: -1.309 0.698 0.082
Si: -1.147 1.109 1.928
C: 0.564 1.750 2.341
C: -1.379 -0.400 3.020
C: -2.412 2.414 2.395
Si: -1.297 2.153 -1.096
C: -0.131 3.519 -0.582
C: -2.993 2.932 -1.281
C: -0.752 1.454 -2.771
H: -3.112 -3.278 0.574
H: -1.417 -3.792 0.648
H: -2.225 -3.653 -0.929
H: -4.857 -1.284 0.652
H: -4.781 0.464 0.506
H: -4.038 -0.326 1.896
H: -3.998 -1.528 -2.025
H: -2.471 -0.949 -2.679
H: -3.804 0.179 -2.392
H: 1.328 0.999 2.119
H: 0.614 1.953 3.415
H: 0.830 2.665 1.815
H: -0.591 -1.134 2.850
H: -2.335 -0.909 2.912
H: -1.300 -0.070 4.059
H: -2.227 3.359 1.878
H: -2.357 2.612 3.468
H: -3.432 2.102 2.165
H: -0.490 4.034 0.311
H: -0.074 4.257 -1.387
H: 0.881 3.166 -0.388
H: -3.304 3.386 -0.338
H: -3.766 2.225 -1.582
H: -2.961 3.723 -2.035
H: 0.030 0.674 -2.763
H: -0.306 2.254 -3.366
H: -1.596 1.048 -3.329
Cl: 6.738 -4.727 -0.013
C: 3.810 -3.193 -1.785
C: 4.410 -2.102 1.476
Cl: 5.659 -2.779 2.390
C: 3.095 -2.358 1.619
Cl: 2.432 -3.265 2.913
C: 2.148 -1.756 0.715
O: 0.963 -1.520 1.065
C: 1.361 -2.410 -1.751
O: 0.377 -1.768 -2.320
C: 2.822 -2.088 -1.916
Cl: 3.101 -1.097 -3.386
Cl: 0.999 -3.940 -1.000
C: 2.321 -1.299 -0.712
C: 1.957 0.129 -0.931
C: 3.005 1.066 -1.286
Cl: 2.586 2.319 -2.388
C: 4.274 0.942 -0.849
Cl: 5.549 1.967 -1.335
C: 4.528 0.034 0.282
Cl: 4.232 0.871 1.800
C: 4.775 -1.260 0.334
Cl: 5.326 -2.260 -1.006

Results
* gap between HOMO and LUMO (alpha / beta): 4.41 / 3.98 eV
* expectation value of S²: 2.24
* E_LUMO (alpha / beta): -2.406 / -2.759 eV
* HOMO level (alpha / beta): -6.81 / -6.74 eV
* E_tot: -6158.38042 Ha
* largest force on an atom: 1.23 eV/Å
* 2S+1: 3
* relative energy (zero: lowest compared OMol25 entry of this formula, charge and spin): 11.8628 eV
* total charge: 0

***

> What is the total charge in the first record?

0